A 12-piece molecular cluster, C30H90N6O15 overall in a non-equilibrium geometry. Source: OMol25; level of theory: ωB97M-V/def2-TZVPD.

Last column: Löwdin charge in e.
Atoms and positions in Å:
O (-5.55066, 8.23545, 3.19886)  -0.10
O (3.88405, 5.44716, 7.46799)  -0.21
O (0.00701, -3.41841, -6.79709)  -0.06
O (-3.73857, 7.18778, 0.72968)  -0.07
O (1.56814, -6.99321, 7.37435)  -0.19
O (5.37568, 2.72124, -8.62081)  -0.09
O (0.97346, 0.76412, -0.57208)  -0.20
O (-2.98639, -6.69856, -0.80790)  -0.21
O (-10.29777, 2.77003, -3.92901)  -0.20
O (7.56408, -0.22210, -0.87112)  -0.05
O (6.69550, 4.71021, -0.67454)  -0.05
O (7.81786, -3.81220, 3.17454)  -0.18
O (4.17432, 5.54411, -8.38136)  -0.07
O (-1.92917, 3.63494, -11.87764)  -0.10
O (1.15463, 3.71129, -12.41258)  -0.08
N (7.42604, -6.54292, 2.72861)  0.02
N (-1.04825, 0.47772, -2.49579)  0.01
N (-4.73265, -7.74842, 1.03949)  0.03
N (-8.22994, 0.84125, -1.55369)  0.02
N (0.01728, -5.10306, 5.56662)  0.01
N (1.74364, 6.74213, 8.91822)  0.04
C (-5.77425, 7.41261, 2.00619)  -0.21
C (0.28607, 1.87493, -1.05679)  -0.23
C (-1.86928, -7.51271, -1.12941)  -0.10
C (2.73285, 6.03167, 6.77148)  -0.16
C (-0.84469, 2.87639, -11.21350)  -0.18
C (-4.27593, -7.22479, -1.23957)  -0.19
C (2.56910, -7.97020, 7.19397)  -0.12
C (8.37696, -5.76479, 1.90927)  -0.42
C (1.92640, -5.64632, 7.00031)  -0.16
C (1.56918, 5.86519, 7.77908)  -0.44
C (-10.73306, 4.12575, -4.17789)  -0.08
C (-9.59159, 2.58369, -2.71668)  -0.21
C (-4.98421, 7.92089, 0.78694)  -0.22
C (5.36995, 3.68382, -7.55475)  -0.22
C (8.87789, -4.61296, 2.82254)  -0.27
C (-10.38759, 0.05305, -2.38502)  -0.06
C (0.62708, -4.74218, 6.79615)  -0.45
C (-9.22114, 1.05687, -2.63914)  -0.42
C (5.48332, 5.07113, -8.20728)  -0.25
C (1.72817, 0.95508, 0.55352)  -0.14
C (-6.32766, -8.65081, -0.59221)  -0.05
C (-0.41173, -4.72711, 7.91265)  -0.06
C (7.64298, -5.32821, 0.66842)  -0.07
C (-1.04449, 2.73052, -3.14100)  -0.07
C (-0.10876, 1.64544, -2.52280)  -0.36
C (0.15183, 6.12183, 7.19451)  -0.06
C (0.33410, 2.57647, -12.24723)  -0.22
C (5.05023, 5.47890, 6.72325)  -0.14
C (8.24301, -2.83221, 4.27970)  -0.03
C (-4.80146, -8.32418, -0.31250)  -0.42
H (6.11028, 5.74050, -7.61822)  0.11
H (0.19073, -4.38800, 8.75534)  0.07
H (-1.86561, -8.38495, -0.47574)  0.08
H (-0.45873, 3.64850, -3.18905)  0.07
H (-0.90550, -0.26865, -1.83046)  0.06
H (-4.98479, -6.39820, -1.28834)  0.12
H (-0.13113, -2.96482, -5.96560)  0.03
H (-1.22887, -4.01012, 7.83305)  0.07
H (3.95315, 6.05247, -7.59761)  0.08
H (-1.98967, 0.82603, -2.38391)  0.05
H (-4.37285, -7.55562, -2.27362)  0.12
H (5.92529, 5.06758, -9.20364)  0.12
H (-8.22933, -0.15868, -1.41144)  0.05
H (-10.99241, 0.51450, -1.60440)  0.08
H (0.15401, 7.20232, 7.05088)  0.07
H (-10.84029, -0.07362, -3.36843)  0.07
H (-1.94194, -7.87885, -2.15350)  0.09
H (-4.95893, 9.01050, 0.77233)  0.12
H (2.45360, -5.66769, 6.04652)  0.11
H (-0.81025, -5.72686, 8.08527)  0.08
H (7.96852, -0.92717, -1.37663)  0.03
H (1.19139, 1.48733, 1.33880)  0.08
H (-2.76146, 3.57624, -11.40283)  0.07
H (-0.07264, 5.58284, 6.27408)  0.07
H (0.77222, 1.47762, -3.14231)  0.13
H (5.86376, 5.10900, 7.34729)  0.09
H (7.41608, -2.12612, 4.20419)  0.08
H (7.43703, -6.14715, -0.02078)  0.08
H (-8.79747, 0.91732, -3.63369)  0.13
H (-10.21335, 2.76556, -1.84007)  0.12
H (-8.87342, 1.05049, -0.80386)  0.05
H (9.08428, -6.53598, 1.60420)  0.13
H (6.28865, 3.41828, -7.03170)  0.11
H (1.98695, -8.86322, 7.42139)  0.09
H (-4.13338, -9.18498, -0.34056)  0.12
H (8.35649, -4.64066, 0.21424)  0.08
H (5.24966, 1.87922, -8.17730)  0.08
H (-11.47544, 4.11659, -4.97596)  0.08
H (-3.95133, -7.11135, 1.10056)  0.06
H (-6.85291, 7.42304, 1.84967)  0.11
H (9.75609, -4.07755, 2.46175)  0.12
H (9.16012, -5.14706, 3.72984)  0.11
H (-3.19436, 7.62817, 1.38657)  0.08
H (1.92759, -0.05502, 0.91134)  0.10
H (-0.52843, 3.59378, -10.45625)  0.10
H (-10.05693, -0.95220, -2.12376)  0.07
H (-11.22852, 4.58294, -3.32138)  0.08
H (2.58349, 1.60833, 0.38086)  0.09
H (-0.75741, -4.50818, 5.30957)  0.07
H (4.94523, 4.94610, 5.77815)  0.08
H (3.39749, -7.89698, 7.89861)  0.09
H (2.59126, -5.09171, 7.66248)  0.11
H (8.33357, -3.10787, 5.33038)  0.08
H (-0.60948, 5.90622, 7.94419)  0.07
H (-6.61973, -9.32015, 0.21697)  0.07
H (-7.00969, -7.81638, -0.75550)  0.07
H (-5.45356, 6.40917, 2.28610)  0.11
H (-1.93371, 2.87870, -2.52828)  0.08
H (-0.06981, 2.30063, -13.22133)  0.12
H (-0.51105, 2.05913, -0.33652)  0.13
H (0.91741, -3.70358, 6.63766)  0.12
H (7.07100, -0.67134, -0.18461)  0.03
H (2.87316, -8.16648, 6.16581)  0.08
H (5.29863, 6.50441, 6.44989)  0.08
H (-4.29173, -8.54587, 1.47512)  0.06
H (6.73127, -4.78119, 0.90849)  0.08
H (6.68242, -5.86050, 2.69078)  0.05
H (4.44079, 3.54013, -7.00325)  0.12
H (-8.66141, 3.15183, -2.70711)  0.12
H (2.63895, 6.43451, 9.27020)  0.07
H (-6.44881, -9.25568, -1.49084)  0.06
H (2.56301, 5.49187, 5.83990)  0.12
H (-1.13072, 1.94461, -10.72558)  0.10
H (-0.95171, -6.98176, -0.87597)  0.09
H (-6.06126, 7.92774, 3.95132)  0.07
H (2.93491, 7.06212, 6.47919)  0.12
H (1.56067, 4.08391, -11.62653)  0.08
H (-5.57627, 7.58554, -0.06459)  0.11
H (1.85352, 7.67798, 8.55462)  0.07
H (0.90921, 2.75512, -0.89841)  0.12
H (7.47704, 4.46995, -1.17223)  0.03
H (-0.84678, -3.39288, -7.22911)  0.03
H (-9.84018, 4.67962, -4.46785)  0.08
H (6.35357, 3.87788, -0.34813)  0.03
H (1.00502, 1.82407, -11.83268)  0.11
H (9.08392, -2.16441, 4.09259)  0.08
H (-1.21390, 2.63373, -4.21340)  0.08
H (1.60401, 4.80608, 8.03440)  0.13
H (7.63510, -6.49753, 3.71569)  0.06
H (0.62503, -5.19951, 4.76573)  0.07

The value obtained for the total energy is -2653.745928 hartree. As for the net charge: 0. Its frontier orbital gap is 0.324 Eh. The value obtained for the HOMO energy is -0.3214 hartree.